Computed, not measured: a single C3H5N molecule, with the ωB97M-V functional and the def2-TZVPD basis.

Values from the calculation:
Total charge ... 0
Molar mass ... 55.1 g/mol
E_LUMO ... 0.94 eV
HOMO ... -9.560 eV
Multiplicity ... 1
SMILES ... C=CN=C

The geometry in XYZ format:
```
9
Properties=species:S:1:pos:R:3:forces:R:3
C 1.189 -0.345 1.194 0.2 -0.8 0.9
C 0.057 -0.119 0.554 0.2 0.7 -1.1
N 0.114 0.313 -0.809 -0.6 -0.5 0.9
C -0.993 0.412 -1.424 1.5 0.3 -0.6
H 2.176 -0.330 0.759 -0.1 0.4 -0.5
H 1.196 -0.696 2.218 -0.3 0.1 0.1
H -0.942 -0.177 0.979 0.1 -0.2 0.3
H -0.815 0.718 -2.455 -0.9 0.0 -0.1
H -1.983 0.223 -1.015 -0.1 0.0 0.1
```
Positions in Å, forces in eV/Å.

Here are the Mulliken charges for atoms 1 to 2, given in e: atom 1 (C): -0.611, atom 2 (C): 0.022